[1]
{"formula": "C8H6N2O2S", "method": "ωB97M-V/def2-TZVPD", "species": ["C", "C", "C", "C", "C", "C", "C", "C", "N", "N", "O", "O", "S", "H", "H", "H", "H", "H", "H"], "xyz": [[2.42720, 1.82762, 0.26121], [1.41259, 0.89118, -0.10186], [0.23014, 1.49207, -0.19111], [-0.70516, -0.64954, 0.42899], [-2.81898, 0.41732, 0.11850], [1.65757, -0.53252, -0.51375], [0.21945, -1.06559, -0.68033], [-2.21632, 1.78458, 0.82844], [3.19277, 2.64078, 0.55417], [-1.86180, -0.36066, -0.18302], [-0.52028, -0.56992, 1.64195], [-4.01125, 0.43810, -0.18888], [-1.05940, 2.45840, -0.38846], [2.24039, -0.37155, -1.41401], [2.23278, -0.99220, 0.28081], [0.22509, -2.20897, -0.83477], [-0.07411, -0.60932, -1.66298], [-3.02478, 2.62697, 0.89641], [-1.59766, 1.56507, 1.65002]], "atomic_forces_ev_per_a": [[0.9, 0.6, 0.7], [-1.1, 1.6, -0.2], [-0.1, 0.6, -0.4], [-1.7, 0.3, 0.1], [-2.5, 2.0, 0.1], [-0.9, 1.0, 1.0], [2.3, -2.1, -1.9], [-1.8, 2.1, -1.9], [-0.3, -0.6, -0.2], [0.7, -1.8, -0.6], [0.9, -0.5, -0.4], [1.4, 0.1, 0.7], [1.0, -1.1, 0.2], [0.1, -0.9, -0.4], [0.2, -0.3, 0.0], [-0.1, 1.7, 0.4], [-0.5, -0.6, 1.0], [1.5, -1.8, 0.3], [0.1, -0.3, 1.5]], "mulliken_charge": [-0.071, 0.996, -0.215, 0.212, 0.546, -0.435, -0.535, -0.626, -0.403, -0.380, -0.644, -0.628, -0.053, 0.410, 0.396, 0.343, 0.321, 0.390, 0.376], "e_above_lowest_kj_mol": 431.45, "homo_lumo_gap_ev": [6.873, 6.872]}

[2]
{"formula": "C8H6N2O2S", "method": "ωB97M-V/def2-TZVPD", "species": ["C", "C", "C", "C", "C", "C", "C", "C", "N", "N", "O", "O", "S", "H", "H", "H", "H", "H", "H"], "xyz": [[1.29556, -2.84067, -0.54171], [1.34480, 2.19268, -0.32365], [0.55586, 1.59017, -1.28888], [1.19597, 1.95601, 1.06012], [-0.28378, 0.55060, -0.80544], [0.33750, 1.00184, 1.51768], [-0.40377, 0.29095, 0.56679], [0.54052, -3.20849, -1.58363], [1.97681, -2.66436, 0.38684], [-0.16191, -3.42116, -2.48029], [-2.82844, -0.24665, 0.64058], [-1.17971, -2.27934, 0.52974], [-1.54660, -1.04610, 1.27494], [1.70203, 3.21760, -0.61196], [0.61732, 1.89289, -2.35066], [1.54359, 2.74089, 1.63648], [-1.13682, 0.04248, -1.20827], [0.11412, 0.87080, 2.60945], [-3.68304, -0.64015, 0.97188]], "atomic_forces_ev_per_a": [[2.7, 0.4, 3.6], [-0.9, 2.2, 0.0], [-0.3, -1.8, 0.4], [-0.4, 0.0, -2.4], [-0.9, 0.2, 1.4], [-1.0, -1.0, 1.0], [0.8, -0.2, 1.0], [-2.4, -0.4, -2.9], [-1.1, -0.1, -1.6], [0.9, 0.0, 0.9], [-1.5, -0.8, 0.1], [-1.0, 1.2, 0.6], [2.0, 0.4, -1.4], [0.6, -1.3, 0.3], [-0.3, -0.3, 0.8], [1.1, 0.9, 1.6], [0.2, -0.1, -1.9], [0.4, 0.1, -1.1], [1.2, 0.4, -0.4]], "mulliken_charge": [0.366, -0.399, -0.581, -0.389, -0.398, -0.368, 0.578, 0.428, -0.375, -0.391, -0.495, -0.527, 0.499, 0.245, 0.363, 0.376, 0.433, 0.284, 0.350], "e_above_lowest_kj_mol": 278.54, "homo_lumo_gap_ev": 9.843}

[3]
{"formula": "C8H6N2OS", "method": "ωB97M-V/def2-TZVPD", "species": ["C", "C", "C", "C", "C", "C", "C", "C", "N", "N", "O", "S", "H", "H", "H", "H", "H", "H"], "xyz": [[-1.85975, -2.87821, -0.60707], [-0.22708, 2.37388, 1.14551], [0.65551, 1.76372, 2.02622], [-0.57493, 1.77150, -0.05055], [1.20272, 0.52063, 1.73989], [-0.01624, 0.53609, -0.35663], [0.85672, -0.08322, 0.54836], [0.35611, -1.44676, -1.45837], [-2.73026, -3.46787, -0.12755], [-0.20976, -0.20992, -1.48893], [0.49974, -2.10647, -2.61535], [1.40285, -1.63693, -0.06764], [-0.65624, 3.32937, 1.40131], [0.92107, 2.25674, 2.94784], [-1.26330, 2.23871, -0.73607], [1.87881, 0.03758, 2.42351], [-0.80957, 0.06116, -2.25351], [0.57359, -3.06000, -2.47096]], "atomic_forces_ev_per_a": [[1.3, 0.7, -0.6], [-0.1, -0.1, -0.2], [0.2, -0.3, 0.0], [0.1, -0.2, -0.1], [-0.1, 0.2, 0.1], [0.3, 0.4, 1.1], [-0.2, -0.2, -0.5], [0.1, 0.9, -0.6], [-0.6, -0.4, 0.3], [0.6, -2.1, -0.6], [-0.5, 0.7, 1.2], [-0.8, 0.2, -0.5], [0.0, 0.1, 0.0], [0.0, 0.0, 0.1], [-0.1, 0.1, -0.1], [0.1, -0.1, 0.2], [-0.1, -0.1, 0.0], [-0.2, -0.1, 0.2]], "mulliken_charge": [-0.291, -0.565, -0.506, -0.633, -0.472, -0.060, 0.963, 0.405, -0.458, 0.004, -0.448, -0.135, 0.376, 0.378, 0.366, 0.388, 0.248, 0.439], "e_above_lowest_kj_mol": 230.51, "homo_lumo_gap_ev": 7.737}